The following is a quantum chemistry calculation of an isolated molecule of C8H12 at a distorted geometry, from the Open Molecules 2025 dataset.

Atoms and positions in Å:
C  1.408  -1.321  -0.243
C  0.119  -0.912  -0.146
C  -1.320  -1.292  -0.142
C  -2.075  -0.109  0.462
C  -1.295  1.198  -0.111
C  0.143  0.608  -0.499
C  1.464  1.105  0.063
C  2.244  -0.157  0.376
H  1.719  -2.358  -0.254
H  -1.623  -1.417  -1.260
H  -1.680  -2.169  0.474
H  -3.139  -0.071  0.238
H  -2.091  -0.240  1.635
H  -1.912  1.617  -0.964
H  -1.264  2.027  0.519
H  0.017  0.726  -1.573
H  1.474  1.819  0.878
H  2.049  1.610  -0.696
H  2.500  -0.497  1.367
H  3.260  -0.169  -0.127

## Properties
E_LUMO = 0.96 eV
Orbital gap = 0.34399 hartree
E_HOMO = -8.4 eV
Structure (SMILES) = C1=C2CCC[C@H]2CC1
Energy above the lowest of the compared OMol25 structures with the same formula, charge and spin = 127.3 kJ/mol

---

The following is a quantum chemistry calculation of a cluster of 3 separate species, C10H18BF2O7P in total at a distorted geometry, from the Open Molecules 2025 dataset.

Atoms and positions in Å:
O  -0.786  -3.252  1.020
C  -1.284  -2.757  1.971
O  -1.405  -1.420  2.172
C  -2.182  -1.217  3.356
C  -1.979  -2.525  4.088
F  -3.066  -2.877  4.814
O  -1.810  -3.444  3.024
H  -3.229  -1.069  3.086
H  -1.826  -0.353  3.910
H  -1.098  -2.554  4.731
O  0.595  4.019  0.888
C  1.466  3.695  0.154
O  1.276  3.025  -1.007
C  2.540  2.932  -1.675
C  3.510  3.095  -0.529
F  4.649  3.723  -0.909
O  2.790  3.931  0.363
H  2.629  3.743  -2.398
H  2.639  1.978  -2.186
H  3.768  2.166  -0.021
C  3.354  -0.661  -1.137
C  2.203  -1.303  -1.391
P  0.469  -0.477  -1.389
B  -1.324  0.370  -1.414
O  -1.371  1.697  -1.857
C  -2.676  -0.300  -0.963
C  -2.945  -1.711  -1.533
H  3.477  -0.068  -0.229
H  4.225  -0.716  -1.784
H  2.227  -2.360  -1.668
H  0.815  0.162  -2.614
H  -0.106  -1.798  -1.482
H  0.782  0.268  -0.177
H  -1.079  2.271  -1.139
H  -3.493  0.366  -1.254
H  -2.732  -0.369  0.127
H  -3.974  -1.995  -1.317
H  -2.299  -2.429  -1.030
H  -2.747  -1.787  -2.600

## Properties
E_LUMO = 0.38 eV
Orbital gap = 0.28387 hartree
E_HOMO = -7.3 eV
Structure (SMILES) = O=C1OC[C@@H](F)O1.O=C1OC[C@@H](F)O1.C=C[PH3]B(O)CC

---

The following is a quantum chemistry calculation of a cluster of 2 separate species, C3H4N2OS2 in total at a distorted geometry, from the Open Molecules 2025 dataset.

Atoms and positions in Å:
C  -0.910  0.596  -0.863
C  0.399  0.817  -0.712
C  0.670  -1.376  0.600
N  -3.435  -0.276  0.285
N  -1.569  -0.549  -0.727
O  -3.963  0.726  0.061
S  1.670  -0.283  -0.425
S  -0.781  -1.957  -0.316
H  -1.407  1.582  -0.983
H  0.499  1.843  -1.016
H  1.403  -2.212  0.671
H  0.283  -1.087  1.520

## Properties
E_LUMO (alpha / beta) = 0.58 / -1.31 eV
Orbital gap (alpha / beta) = 0.30695 / 0.23536 hartree
E_HOMO (alpha / beta) = -7.8 / -7.7 eV
Energy above the lowest of the compared OMol25 structures with the same formula, charge and spin = 487.8 kJ/mol

---

The following is a quantum chemistry calculation of a cluster of 9 separate species, C31H76FNO11 in total at a distorted geometry, from the Open Molecules 2025 dataset.

Atoms and positions in Å:
N  -3.453  3.472  1.530
C  -3.772  2.069  1.810
C  -3.043  1.034  0.917
O  -3.983  0.421  0.039
C  -2.339  0.002  1.769
C  -1.453  -0.980  1.009
F  -1.960  -2.237  1.252
C  0.011  -0.914  1.323
C  0.326  0.370  0.534
C  -0.531  0.132  -0.692
O  -0.461  0.679  -1.786
O  -1.456  -0.828  -0.398
H  -2.547  3.710  1.909
H  -3.402  3.632  0.534
H  -4.828  1.960  1.620
H  -3.580  1.870  2.856
H  -2.321  1.571  0.317
H  -4.396  -0.285  0.532
H  -1.742  0.531  2.499
H  -3.052  -0.588  2.330
H  0.443  -1.722  0.747
H  0.327  -1.005  2.348
H  1.362  0.462  0.279
H  -0.080  1.209  1.071
C  3.577  -2.887  -2.970
C  2.309  -2.313  -2.359
C  1.663  -1.272  -3.259
O  2.597  -1.736  -1.077
H  4.320  -2.100  -3.123
H  4.023  -3.627  -2.305
H  3.378  -3.360  -3.931
H  1.599  -3.119  -2.169
H  2.342  -0.429  -3.420
H  0.764  -0.880  -2.795
H  1.402  -1.695  -4.231
H  3.225  -1.022  -1.223
C  6.926  -5.346  -2.196
C  6.094  -5.657  -3.432
C  6.569  -6.931  -4.114
O  6.143  -4.558  -4.343
H  7.974  -5.192  -2.470
H  6.578  -4.428  -1.720
H  6.877  -6.157  -1.468
H  5.046  -5.763  -3.149
H  7.606  -6.822  -4.444
H  5.967  -7.137  -4.999
H  6.510  -7.788  -3.441
H  7.059  -4.441  -4.613
C  7.038  -10.725  0.615
C  7.540  -9.749  -0.439
C  8.138  -8.502  0.194
O  6.475  -9.387  -1.319
H  6.252  -10.263  1.218
H  6.611  -11.610  0.143
H  7.843  -11.039  1.280
H  8.290  -10.239  -1.060
H  7.382  -7.973  0.780
H  8.492  -7.817  -0.576
H  8.972  -8.748  0.852
H  5.796  -8.954  -0.793
C  -4.788  4.083  -2.292
C  -4.379  4.557  -0.906
C  -5.046  5.864  -0.519
O  -2.952  4.691  -0.840
H  -4.495  4.810  -3.055
H  -4.286  3.144  -2.529
H  -5.864  3.926  -2.363
H  -4.640  3.794  -0.171
H  -4.764  6.663  -1.213
H  -4.733  6.164  0.476
H  -6.132  5.769  -0.524
H  -2.695  5.360  -1.480
C  0.611  5.832  0.853
C  0.957  4.471  0.270
C  1.012  4.508  -1.250
O  0.007  3.494  0.697
H  -0.373  6.156  0.504
H  0.574  5.784  1.942
H  1.344  6.586  0.563
H  1.920  4.141  0.662
H  0.039  4.792  -1.658
H  1.257  3.523  -1.648
H  1.757  5.224  -1.601
H  -0.855  3.760  0.358
C  -0.368  -0.471  6.476
C  0.126  0.563  5.476
C  0.786  1.743  6.172
O  -0.956  1.015  4.659
H  -1.118  -0.032  7.139
H  -0.838  -1.309  5.960
H  0.450  -0.853  7.087
H  0.839  0.098  4.793
H  0.070  2.248  6.826
H  1.132  2.473  5.440
H  1.636  1.422  6.775
H  -1.604  1.431  5.235
C  -5.608  4.189  4.349
C  -5.151  5.512  3.755
C  -5.308  6.656  4.746
O  -5.877  5.792  2.558
H  -6.668  4.236  4.613
H  -5.483  3.385  3.623
H  -5.040  3.940  5.246
H  -4.106  5.430  3.454
H  -6.359  6.779  5.023
H  -4.975  7.594  4.303
H  -4.733  6.476  5.655
H  -6.808  5.870  2.786
C  -3.330  0.180  -3.573
C  -3.963  0.306  -4.948
C  -3.017  -0.107  -6.065
O  -4.375  1.663  -5.101
H  -2.459  0.837  -3.488
H  -4.042  0.484  -2.806
H  -3.008  -0.840  -3.357
H  -4.868  -0.301  -4.999
H  -2.121  0.521  -6.057
H  -3.495  0.017  -7.038
H  -2.708  -1.147  -5.957
H  -3.581  2.202  -5.033

## Properties
E_LUMO = 0.49 eV
Orbital gap = 0.34196 hartree
E_HOMO = -8.8 eV
Structure (SMILES) = NC[C@H](O)C[C@]1(F)CCC(=O)O1.CC(C)O.CC(C)O.CC(C)O.CC(C)O.CC(C)O.CC(C)O.CC(C)O.CC(C)O